39
Properties=species:S:1:pos:R:3 method="wB97M-V/def2-TZVPD" e_homo_ev=-9.05 relative_energy_kj_mol=75.37 gap_ev=9.4324 smiles=CC[C@H](N)CN.O.O.O.O.O.O.O charge=0 energy_ev=-21882.699
C -2.42842 -0.64452 2.79973
C -1.46157 0.13375 1.91716
C -0.14994 -0.61609 1.61325
N 0.83326 -0.39425 2.66814
C 0.48889 -0.12955 0.30055
N 1.42376 -1.14784 -0.21693
H -2.65809 -1.63685 2.39330
H -2.02605 -0.94232 3.77308
H -3.35623 -0.08938 2.91755
H -1.13015 1.01307 2.48467
H -1.97920 0.52218 1.04050
H -0.43452 -1.65389 1.43709
H 0.50853 0.15370 3.45862
H 1.11915 -1.23239 3.16763
H -0.15734 0.16078 -0.50781
H 1.03974 0.73782 0.58607
H 2.18827 -1.31419 0.42024
H 0.91632 -1.99437 -0.42512
O -1.68989 2.01607 -1.33922
H -1.63240 2.87388 -0.92265
H -0.80836 1.68014 -1.56711
O -2.78462 -0.82085 -2.10005
H -3.28307 -0.36411 -2.78042
H -2.48008 -0.18174 -1.45325
O 1.54411 2.85078 -0.99095
H 1.45016 2.22059 -1.71816
H 2.42684 3.22901 -1.00265
O -1.51030 -3.25328 -0.81792
H -1.74528 -3.05174 -1.73458
H -2.39175 -3.21574 -0.42571
O 2.97606 0.39844 -2.44644
H 3.22031 -0.16829 -3.18329
H 2.98244 -0.10727 -1.61944
O 0.37838 0.69411 -2.58541
H 0.64451 1.35278 -3.22841
H 1.02023 -0.02487 -2.67906
O 3.29371 1.18141 1.04454
H 2.71094 1.40032 0.31202
H 2.94164 0.36470 1.41044